20
Properties=species:S:1:pos:R:3:lowdin_charge:R:1 method="wB97M-V/def2-TZVPD" total_charge=+1 orbital_gap_ha=0.363 relative_energy_kcal_mol=80.6
C 1.06 2.13 0.65 -0.0593
C 0.98 0.68 0.20 -0.3755
O 1.17 0.44 -1.20 -0.0596
C -0.54 0.14 0.48 -0.1790
N -1.46 0.28 -0.80 0.1706
C -0.38 -1.35 0.92 -0.2273
N -0.78 -2.33 0.00 0.0117
H 0.24 2.85 0.34 0.1063
H 1.36 2.23 1.70 0.0916
H 1.95 2.56 0.13 0.0937
H 1.79 0.10 0.79 0.1641
H 2.09 0.22 -1.42 0.1227
H -0.91 0.75 1.25 0.1157
H -2.36 0.71 -0.64 0.1341
H -0.87 1.19 -1.39 0.2735
H -1.51 -0.70 -1.28 0.1769
H -1.06 -1.55 1.80 0.1459
H 0.75 -1.58 1.00 0.1480
H -1.70 -2.80 0.06 0.1219
H -0.17 -2.67 -0.60 0.0241

=====

20
Properties=species:S:1:pos:R:3:lowdin_charge:R:1 method="wB97M-V/def2-TZVPD" total_charge=+1 orbital_gap_ha=0.415 relative_energy_kcal_mol=82.8
C 0.22 0.06 1.42 -0.1237
C -0.03 -1.16 0.52 -0.1884
C 1.30 -1.18 -0.26 -0.2054
C 0.89 -0.39 -2.50 0.0599
N 0.88 -0.22 -1.23 -0.1103
N 0.10 1.48 0.63 0.1388
H 1.05 -0.11 2.12 0.1323
H -0.67 0.02 2.00 0.0758
H -0.33 -2.02 1.11 0.1284
H -0.85 -1.11 -0.14 0.0942
H 2.06 -0.78 0.56 0.1536
H 1.55 -2.23 -0.51 0.1330
H 1.35 -1.30 -3.00 0.1222
H 0.47 0.38 -3.14 0.0853
H 0.55 1.11 -0.43 0.1695
H -0.88 1.70 0.61 0.0701
H 0.77 2.20 0.91 0.1425
H -3.28 1.46 0.62 0.0650
H -2.82 -0.01 0.72 0.1423
O -2.52 0.98 0.95 -0.0851

=====

20
Properties=species:S:1:pos:R:3:lowdin_charge:R:1 method="wB97M-V/def2-TZVPD" total_charge=+1 orbital_gap_ha=0.399 relative_energy_kcal_mol=11.5
C 1.26 -2.97 0.52 0.0055
C 0.99 -1.50 0.54 -0.5582
O 0.35 -0.91 -0.31 0.0057
N 1.55 -0.86 1.60 0.1686
H 0.93 -3.48 1.41 0.0911
H 2.31 -3.13 0.32 0.0937
H 1.39 0.14 1.68 0.1037
H 1.91 -1.30 2.43 0.1203
H 0.80 -3.44 -0.36 0.0935
C -1.27 1.60 -0.16 -0.1931
C -2.36 2.55 -0.59 -0.0600
N -0.10 1.64 -1.14 0.1623
H -0.81 1.83 0.80 0.1231
H -1.50 0.54 -0.10 0.1112
H -3.09 2.07 -1.23 0.0905
H -2.00 3.43 -1.14 0.0894
H 0.13 2.60 -1.39 0.1629
H 0.70 1.10 -0.81 0.1259
H -0.42 1.17 -2.00 0.1760
H -2.84 2.91 0.30 0.0878